# 1
C18H26CuN4O2S2SeSi | wB97M-V/def2-TZVPD

```
55
Properties=species:S:1:pos:R:3:forces:R:3
Cu -0.1541 0.4195 -0.1412 -0.5 0.0 0.0
O 2.6540 1.5614 3.0576 0.3 0.1 0.3
C 2.9399 0.3043 3.4468 -0.1 0.0 -0.1
C 3.8667 0.1322 4.4752 0.1 0.1 0.1
C 4.1937 -1.1324 4.9176 0.0 0.0 -0.1
C 3.6020 -2.2560 4.3439 0.0 -0.1 0.0
C 2.6887 -2.0956 3.3237 0.0 0.1 0.0
C 2.3458 -0.8224 2.8565 0.0 0.1 0.0
C 1.3776 -0.6619 1.7528 -0.2 -0.4 -0.3
O 1.0487 0.5351 1.3759 0.1 0.0 0.1
N 0.9084 -1.7490 1.1930 0.4 -0.3 0.4
N 0.0151 -1.4914 0.1777 -0.1 0.2 0.0
C -0.4834 -2.5251 -0.3845 0.3 -0.2 0.3
S -0.0486 -4.1261 0.2010 -0.2 0.0 -0.2
C -0.9682 -5.0002 -1.1113 0.2 0.1 0.2
C -2.1587 -4.1533 -1.5019 0.0 0.2 0.0
S -1.5702 -2.4442 -1.7402 -0.1 -0.1 -0.1
H 1.9706 1.5026 2.3590 -0.1 0.0 -0.1
H 4.3138 1.0157 4.9127 0.0 0.0 0.0
H 4.9153 -1.2471 5.7166 0.0 0.0 0.0
H 3.8564 -3.2473 4.6951 0.0 0.0 0.0
H 2.2150 -2.9470 2.8572 0.0 0.0 0.0
H -1.2769 -5.9617 -0.7033 0.0 0.0 0.0
H -0.2955 -5.1600 -1.9526 -0.1 0.0 -0.1
H -2.9087 -4.1399 -0.7122 0.0 -0.1 0.0
H -2.6150 -4.4812 -2.4342 0.0 0.0 0.0
C 0.9352 2.1081 -5.1920 0.0 0.0 0.1
C 1.3701 1.4617 -3.9210 0.0 0.0 0.1
C 2.5989 1.0345 -3.4597 0.0 0.0 -0.1
C 2.3696 0.5245 -2.1699 0.0 -0.1 0.0
N 1.0826 0.6308 -1.8651 -0.1 0.2 -0.1
N 0.4965 1.2002 -2.9349 0.1 0.0 -0.2
C 3.3425 -0.0638 -1.2041 -0.1 0.0 0.1
H 1.7744 2.2210 -5.8731 0.0 0.0 0.0
H 0.5161 3.0950 -4.9901 0.0 0.0 -0.1
H 0.1654 1.5105 -5.6822 0.0 0.0 0.0
H 3.5396 1.0828 -3.9823 0.0 0.0 0.0
H -0.4918 1.4206 -2.8966 0.0 0.0 0.1
H 4.3314 -0.1254 -1.6521 0.0 0.0 0.0
H 3.0253 -1.0623 -0.8989 0.0 0.0 0.0
H 3.3991 0.5510 -0.3044 0.0 0.0 0.0
C -3.3551 3.8032 1.3026 -0.1 -0.2 -0.2
Si -3.8971 2.3264 0.2674 0.4 -0.3 0.0
C -4.6170 0.9764 1.3646 0.0 0.2 -0.2
C -5.0670 2.8197 -1.1248 0.2 -0.1 0.3
Se -2.0349 1.4925 -0.8464 -0.4 0.5 -0.2
H -4.2226 4.3690 1.6520 0.0 0.0 0.0
H -2.7171 4.4740 0.7264 0.0 0.0 0.0
H -2.7904 3.4687 2.1739 0.0 0.0 0.0
H -5.5930 1.2704 1.7594 0.0 0.0 0.0
H -3.9518 0.7810 2.2068 0.0 0.0 0.0
H -4.7376 0.0463 0.8080 0.0 0.0 0.0
H -5.9944 3.2424 -0.7312 0.0 0.0 0.0
H -5.3131 1.9525 -1.7393 0.0 0.0 0.0
H -4.5965 3.5594 -1.7741 0.0 0.0 0.0
```
Positions in Å, forces in eV/Å.

Output
total charge = 0
2S+1 = 2
highest occupied orbital energy (spin up / spin down) = -7.8 / -7.7 eV
gap between HOMO and LUMO (spin up / spin down) = 8.05 / 6.35 eV

# 2
C18H26MoN2Si | wB97M-V/def2-TZVPD

```
48
Properties=species:S:1:pos:R:3:forces:R:3
C 1.1092 4.6151 -1.3237 0.0 0.8 -0.4
C 1.0490 4.2294 -2.7928 0.4 0.6 -0.3
H 0.1721 5.0713 -1.0024 0.0 0.0 0.0
H 1.8974 5.3717 -1.2112 -0.2 -0.2 0.2
H 1.3302 3.8140 -0.6404 0.2 -0.6 0.3
H 0.4024 3.4038 -3.0389 -0.5 -0.3 0.1
H 0.6930 5.1014 -3.3605 0.1 -0.3 0.0
H 2.0381 3.9805 -3.1847 0.0 0.0 0.0
C -1.3351 0.0847 2.6436 -0.6 -0.4 -0.8
C -2.1804 -0.4086 3.6347 0.2 -0.2 -0.4
C -2.9710 -1.5429 3.3560 -0.1 0.2 0.6
C -2.8674 -2.1828 2.1326 0.9 0.2 -1.2
H -0.6834 0.9482 2.7743 -0.3 -0.1 0.2
H -2.2208 0.0993 4.5981 0.0 -0.2 -0.3
H -3.6688 -1.9343 4.1147 0.4 0.3 -0.4
H -3.4434 -3.0656 1.8285 0.2 0.4 0.6
N -1.2943 -0.4785 1.3957 -1.0 -1.0 1.3
C -1.9684 -1.6511 1.1807 -0.8 1.3 1.5
C -1.7345 -2.2069 -0.1272 0.2 -0.1 -2.0
N -0.8513 -1.4769 -0.9054 0.5 -1.6 -0.1
C -0.4560 -1.9883 -2.1121 -0.3 0.4 0.2
C -2.0595 -3.7766 -1.9225 0.1 0.3 -0.4
C -1.0898 -3.0791 -2.6718 -0.5 -0.4 0.5
H 0.3667 -1.4581 -2.6096 -0.7 -0.4 0.1
H -0.8544 -3.3711 -3.6861 0.1 -0.1 0.1
C -2.3558 -3.3549 -0.6318 0.4 0.9 0.4
H -3.0906 -3.8274 0.0139 0.2 -0.2 -0.4
H -2.5978 -4.6292 -2.3498 0.3 0.3 0.1
Mo 0.0061 0.2696 -0.1718 1.9 0.5 1.8
C 1.0580 0.7076 -1.8473 0.3 0.1 -2.1
H 0.5023 0.9453 -2.7802 0.2 0.1 0.4
H 1.8847 0.0351 -2.1663 -0.5 0.1 0.4
H 1.5689 1.6463 -1.5090 -0.4 -0.2 0.0
C 5.4786 1.2043 1.7902 -0.4 0.5 -0.9
Si 4.2795 0.0148 2.5734 3.2 0.2 1.6
C 5.1316 -1.6324 2.6204 -0.6 -0.8 -0.4
C 4.0664 0.6090 4.3296 -1.2 0.2 0.4
C 2.6940 -0.0431 1.5871 -2.3 0.8 -1.2
C 1.6365 0.1497 0.9264 1.2 -0.9 0.9
H 6.4708 1.3040 2.2577 -0.5 -0.4 0.2
H 5.0462 2.2085 1.7712 0.1 0.0 -0.1
H 5.6536 0.8950 0.7564 0.1 0.2 -0.1
H 6.0933 -1.7076 3.1526 -0.4 0.6 -0.1
H 4.4628 -2.3652 3.0818 0.1 -0.2 -0.1
H 5.3233 -1.9438 1.5893 0.0 -0.2 0.1
H 3.6446 1.6198 4.3350 -0.1 -0.1 0.1
H 3.3682 -0.0454 4.8622 0.0 0.1 0.1
H 4.9658 0.6633 4.9652 0.0 -0.3 -0.8
```
Positions in Å, forces in eV/Å.

Output
total charge = +2
2S+1 = 3
highest occupied orbital energy (spin up / spin down) = -15.4 / -15.5 eV
gap between HOMO and LUMO (spin up / spin down) = 5.80 / 6.68 eV
ΔE to the lowest compared entry with this formula, charge and spin = 0.0 kJ/mol

Max |F| readings, ordered: 0.65; 3.58 eV/A